No. 1
81
Properties=species:S:1:pos:R:3:forces:R:3 method="wB97M-V/def2-TZVPD" total_energy_ha=-5267.621034 charge=+2 homo_lumo_gap_ha=0.1566 e_above_lowest_kj_mol=0.0
C 4.375829 -0.424682 -1.535057 -0.298 -0.523 0.247
H -2.130173 5.140964 -0.402801 -0.018 -0.199 -0.139
C 3.239349 1.469893 -3.413213 -0.018 -0.144 -0.005
C -3.554039 -1.072261 2.233642 0.039 0.248 0.337
H 2.691190 1.526533 -2.458609 -0.151 0.304 -0.307
H 6.558234 -0.360341 -1.523770 -0.202 -0.267 0.146
H 0.507796 0.819458 -3.904936 -0.716 -0.646 0.143
C 3.715198 -1.465944 -5.566801 -0.260 -0.382 0.093
C -2.551795 -1.191852 -2.591808 0.037 -0.343 0.005
C -2.757465 4.759214 -1.215086 0.320 0.419 -0.068
H -0.022182 -1.429363 -4.869908 0.004 0.038 0.517
H -4.952929 -2.696879 1.861682 -0.059 -0.019 0.064
H -4.167472 -6.119962 -4.233222 0.379 0.279 -0.152
H 4.797205 2.531018 -4.540029 -0.315 0.031 0.499
H -0.452426 2.572953 0.296285 -0.018 0.142 -0.151
H 2.529739 1.336075 -4.249410 0.153 0.098 0.240
H 0.286425 4.917274 -0.958893 0.166 -0.336 0.149
H -3.478431 -3.789972 0.152586 -0.147 0.232 0.295
H 5.792935 -1.158329 -0.105006 0.264 -0.121 -0.357
H -2.545836 5.357317 -2.104836 0.045 -0.152 0.018
H -2.862085 2.741883 -0.522490 0.009 -0.177 0.141
H 2.180976 -1.082066 -3.988035 0.165 -0.358 -0.205
C -1.409714 3.023786 -4.647869 -0.457 -0.097 -0.749
C -3.997039 -2.263853 1.608886 0.334 -0.117 -0.302
H -2.402636 3.475509 -4.546612 0.131 -0.027 -0.096
N -4.278029 -0.475865 3.206132 0.323 0.032 -0.427
C -1.541795 -1.225296 0.933340 -0.134 -0.322 -0.285
P 4.262161 -0.062582 -3.314861 1.404 0.549 -0.601
H -0.698969 -4.324835 -6.246591 -0.340 -0.143 0.253
C -0.531177 3.417674 -3.474660 0.532 -0.094 -0.100
C -2.302894 -5.090722 -7.446991 -0.031 -0.255 0.943
H 4.747194 2.944122 -2.793251 -0.163 -0.111 -0.364
H 0.815796 1.884039 -0.664245 0.102 -0.071 -0.056
H -3.338111 2.905584 -2.176137 -0.050 0.115 -0.070
H -0.531572 -0.898577 0.620001 -0.830 -0.017 0.371
H 3.555665 -1.121641 -1.277924 0.786 0.448 0.149
H -5.125076 -6.469091 -6.510583 0.459 0.073 0.176
C -1.673596 -4.818685 -6.225119 -0.170 0.271 -0.010
C -2.311461 -0.522990 1.836102 0.078 -0.472 -0.443
H 5.878534 -2.002015 -1.689391 0.038 0.254 0.174
H -0.970023 3.386749 -5.585649 -0.153 -0.026 0.261
C 5.747909 -1.027980 -1.197087 -0.257 0.210 0.284
N -3.494293 -5.679791 -7.496240 -0.416 0.083 -0.349
C -2.361134 -5.104867 -5.018823 -0.372 -1.583 -0.914
C -2.597257 3.251358 -1.448939 -0.983 -0.594 0.065
P -1.033755 2.542920 -1.985009 0.612 0.634 -0.156
H 0.519930 3.160356 -3.631042 0.070 -0.065 -0.130
C -1.614646 -1.846514 -3.432962 -0.393 1.333 0.757
H -3.069835 0.597567 -1.480757 0.287 -0.483 -0.503
H 3.434748 -0.574193 -6.147478 0.129 -0.243 0.159
Ca -0.572992 -3.207167 -1.419171 1.363 0.912 1.726
H 1.777921 3.986562 -1.275478 -0.350 0.070 0.226
H -1.559929 1.939984 -4.754852 0.128 0.471 0.001
H 3.422835 -2.291531 -3.548928 -0.091 0.134 -0.185
H -1.844705 -4.806719 -8.400583 -0.097 -0.204 0.404
N -1.962748 -2.375888 0.330220 -0.250 -0.198 0.297
H 1.216526 4.254281 0.393620 0.085 0.072 -0.223
C 0.887932 4.054507 -0.629724 0.166 0.324 -0.036
C 3.240729 -1.358001 -4.101426 -0.028 0.098 -0.010
H -1.946762 0.421669 2.230553 -0.062 -0.244 0.150
C -0.357428 0.231779 -3.531944 -0.179 0.762 -0.052
H 3.273600 -2.349881 -6.043788 0.023 0.211 -0.089
C -3.190596 -2.875332 0.675415 0.814 0.838 0.047
H -3.459114 -1.729379 -2.313530 0.334 0.075 0.211
H -3.923354 0.360365 3.653779 -0.271 -0.361 -0.021
C 0.126700 2.726542 -0.623464 0.118 -0.271 0.028
C -1.672473 -3.275599 -3.503778 -0.998 -2.418 -2.303
C -4.133459 -6.020885 -6.379909 0.742 0.159 0.270
H -5.122887 -0.902391 3.542316 -0.040 0.140 0.110
H 4.811432 -1.577006 -5.612517 -0.474 0.112 0.054
C 4.130747 2.699508 -3.673323 -0.328 0.106 -0.069
H 3.490523 3.565600 -3.905368 0.311 -0.060 0.123
H -3.794946 4.981760 -0.936963 0.224 -0.258 -0.079
Br 1.178974 -0.814046 -1.124110 -0.722 -1.184 0.228
H 4.210599 0.517534 -0.986399 0.042 -0.305 -0.075
C -2.351418 0.116695 -2.166270 0.247 0.465 0.316
C -1.871407 -4.473958 -3.793852 0.086 3.821 -0.483
C -3.585016 -5.800548 -5.101042 -0.063 0.243 -0.226
C -1.187354 0.810164 -2.531866 -1.081 -0.614 -0.645
C -0.622044 -1.035796 -4.044137 0.470 -0.192 0.337
H -0.551981 4.504597 -3.369568 -0.031 -0.107 0.419

---

No. 2
92
Properties=species:S:1:pos:R:3:forces:R:3 method="wB97M-V/def2-TZVPD" total_energy_ha=-4030.915380 charge=+1 homo_lumo_gap_ha=0.1716
H -0.863141 -5.063361 -3.771325 -0.246 -0.175 0.146
F -2.420128 -0.288691 -0.386498 0.796 0.115 -0.430
C 3.121794 1.528943 7.148505 0.037 0.093 -0.128
H -3.002311 -4.181927 -4.361232 0.042 0.172 -0.223
H 1.310948 3.615815 -0.267111 -0.103 -0.004 -0.361
F 2.519691 4.486337 1.853008 -0.498 -0.274 0.327
H -0.387793 -3.710843 2.699863 0.108 -0.053 -0.034
C 0.008775 -3.371703 -2.801343 -0.619 -0.326 0.009
H -4.128273 0.874808 1.723089 -0.024 -0.281 0.404
C 2.986689 2.046668 8.557745 -0.005 0.076 0.040
H 0.642322 -5.227189 -1.925190 0.077 0.076 0.274
H -1.679566 -4.544182 -2.241692 0.014 -0.428 -0.180
H 3.949571 2.032911 3.119079 0.087 -0.305 0.312
Cl 3.452618 -0.112076 0.365090 -0.169 0.137 0.123
H 0.952764 0.834266 -1.551889 -0.118 0.104 0.034
N -0.425181 2.619337 2.537448 -0.308 -0.063 -0.363
H -3.513598 -0.341204 -2.996530 -0.132 -0.088 -0.052
H -0.984648 -1.515129 3.040436 -0.066 -0.217 -0.057
H 3.802716 2.168440 6.587236 0.041 0.013 0.069
C -1.140220 -0.427386 -4.626782 0.224 0.762 -1.536
C 0.866147 2.615486 -0.297970 0.497 -0.012 0.703
H -1.202405 0.798935 3.006764 0.293 -0.330 -0.180
H -0.576324 -3.421572 0.206300 -0.017 -0.592 -0.118
F 0.294132 4.264831 4.595981 0.584 0.015 -0.320
H -3.964177 -2.923842 -2.794756 0.033 0.195 0.181
H 2.464669 1.703000 -1.400083 -0.061 0.079 -0.088
H -1.547904 4.294858 -3.323370 -0.085 -0.062 0.042
O 1.187027 2.497209 -2.751298 -0.326 -0.212 0.393
C 1.324011 4.289976 2.438337 -0.208 0.777 -0.293
C 0.348749 3.596416 -2.769605 -0.353 -0.039 -0.167
C -3.445581 -1.102002 -3.787074 0.293 0.248 1.132
N -3.218014 0.423006 1.612569 0.137 0.912 -0.731
H 2.160702 1.514799 6.638457 -0.033 -0.035 0.065
C -3.378241 -0.456922 0.526091 1.468 1.476 0.995
N -2.506741 -0.600702 -4.769894 0.475 0.411 -1.479
H 1.713417 -4.584224 -3.146503 -0.096 -0.259 0.095
H -0.323862 -2.646246 -2.050696 0.209 0.030 0.051
C -0.608620 0.085946 -5.843042 -1.779 -0.598 1.026
H -0.973589 3.155873 3.204357 0.244 0.351 -0.119
H 1.024513 -1.971577 -0.535465 0.156 0.125 0.111
O 3.255269 1.421355 2.831876 -0.346 0.210 -0.282
C -0.942616 1.329241 2.086195 -0.521 -0.245 0.514
H -0.221973 2.710160 -0.286080 0.049 0.104 -0.251
H 2.274067 -2.613564 0.558567 -0.027 0.119 -0.051
C 1.229720 1.918834 1.084316 -1.001 -0.431 -0.414
H -0.972150 -1.503215 1.278619 -0.092 -0.096 0.072
Cl 3.789394 -0.118631 7.086686 -0.016 -0.039 -0.030
F 1.823918 5.771724 4.187543 -0.163 -1.107 -0.077
C -1.711451 0.219140 -6.755015 -0.960 -0.732 1.932
C 1.478753 4.492477 3.978912 0.191 0.920 0.520
F 0.472758 5.266115 2.007130 0.329 -0.618 0.212
H 0.334161 -2.794655 -3.671035 0.144 -0.060 0.049
H 0.423731 0.334274 -6.043759 -0.094 -0.082 0.130
C -2.283567 -3.442966 -3.995218 -0.030 -0.471 0.424
H -3.898754 -0.270828 -6.385595 0.069 -0.047 0.131
H 0.566295 -4.706047 0.726627 0.027 0.009 -0.079
H 1.233228 -3.022394 2.599486 -0.042 -0.242 0.011
H -4.450754 -1.165883 -4.201540 0.252 -0.044 -0.436
O -2.506494 2.399050 0.633157 -0.212 1.050 -0.360
H 2.699165 3.096989 8.536705 -0.014 -0.008 -0.031
H -2.472834 -2.253834 -2.196591 0.070 0.244 -0.064
C -2.873711 -0.217162 -6.050914 2.045 0.461 -0.516
O 0.816955 4.685053 -2.709379 0.417 0.632 0.153
H 1.666088 -0.891221 1.871398 -0.023 0.185 -0.056
H -1.669169 0.600557 -7.765045 -0.108 -0.117 0.117
H -1.349283 2.535896 -3.592637 0.093 0.017 0.015
C -1.230277 -4.217352 -3.186113 0.366 0.883 -0.126
H 0.813057 -0.119625 3.206717 0.273 -0.049 -0.049
H -1.605978 3.163537 -1.963737 0.105 0.017 0.002
C 0.708955 -0.485596 2.179612 -0.210 -0.313 -0.095
H -0.107915 0.322170 0.338498 0.172 0.065 -0.067
C 0.256236 -3.059662 2.104113 -0.123 0.067 0.373
H -0.611863 -0.663431 -3.714412 -0.232 -0.061 -0.008
O -4.198823 -1.247692 0.427944 -2.410 -2.271 -0.486
C 0.388898 -3.631952 0.684390 -0.190 1.131 0.232
C 2.087017 -3.721378 -1.246006 -0.211 -0.155 0.460
C -3.042571 -2.426833 -3.110326 -0.002 -0.427 -0.580
H 2.586494 -4.567630 -0.760095 0.119 0.078 -0.098
C -2.270740 1.487930 1.349756 0.384 -0.627 0.221
H 3.921537 1.954934 9.104589 -0.010 -0.070 0.003
F 2.401869 3.678866 4.503791 -0.505 0.357 -0.346
C 1.462156 -2.886581 -0.120716 0.055 -0.621 -0.080
H 2.878539 -3.125764 -1.709830 -0.128 -0.039 -0.201
C 0.245801 0.694306 1.298650 0.053 -0.016 1.010
C 1.385430 1.841007 -1.501543 0.262 -0.208 -0.221
C -0.342367 -1.640584 2.165982 0.267 0.528 -0.336
C 1.110718 -4.304915 -2.275679 0.259 0.606 -0.530
C 0.705845 2.947477 2.041329 0.543 -0.537 0.367
H -1.792977 -2.989824 -4.857171 -0.122 0.130 -0.004
Cl 1.725966 1.177903 9.464780 0.000 -0.011 -0.006
P 3.103451 1.710115 1.226365 0.719 0.483 -0.483
C -1.130142 3.373028 -2.926308 -0.039 -0.363 -0.258